Entry from the Open Molecules 2025 dataset: a cluster of 2 separate species, C5H12O2 in total (ωB97M-V/def2-TZVPD).

## Properties
**Energy above the lowest of the compared OMol25 structures with the same formula, charge and spin**: 170.45 kJ/mol
**Frontier orbital gap**: 10.40 eV
**Structure (SMILES)**: C=C[C@@H](C)O.CO
**Highest occupied orbital energy**: -9.660 eV
**2S+1**: 1
**Maximum force**: 0.60 eV/Å

Last columns: bonded neighbours and bond lengths (Å).
Positions of all 19 atoms, in Å:
1 C 2.11 -1.21 1.07  O4 1.402, H8 1.095, H9 1.096, H10 1.094
2 C 0.39 1.74 0.90  C3 1.326, H11 1.082, H12 1.084
3 C -0.07 1.32 -0.28  C2 1.326, C5 1.508, H13 1.085
4 O 1.19 -1.56 0.08  C1 1.402, H14 0.971
5 C -1.33 0.51 -0.44  C3 1.508, C6 1.523, O7 1.433, H15 1.100
6 C -1.39 -0.20 -1.78  C5 1.523, H16 1.094, H17 1.096, H18 1.096
7 O -1.38 -0.42 0.65  C5 1.433, H19 0.965
8 H 2.33 -2.04 1.75  C1 1.095
9 H 3.06 -0.91 0.60  C1 1.096
10 H 1.77 -0.37 1.68  C1 1.094
11 H -0.15 1.51 1.81  C2 1.082
12 H 1.31 2.30 0.98  C2 1.084
13 H 0.47 1.55 -1.19  C3 1.085
14 H 0.30 -1.32 0.39  O4 0.971
15 H -2.19 1.19 -0.35  C5 1.100
16 H -0.55 -0.90 -1.86  C6 1.094
17 H -2.33 -0.75 -1.89  C6 1.096
18 H -1.32 0.52 -2.60  C6 1.096
19 H -2.18 -0.95 0.56  O7 0.965